{"formula": "C21H41BN2O8", "method": "ωB97M-V/def2-TZVPD", "smiles": "C=C[C@H](COC)O[C@H](B(O)OC)[C@@H](COC(C)=O)O[C@H](CN)CCOCC.CCCC#N", "e_lumo_ha": 0.0185, "homo_ha": -0.3263, "elements": ["C", "C", "C", "C", "O", "C", "O", "C", "B", "O", "O", "C", "C", "C", "O", "C", "C", "O", "O", "C", "C", "N", "C", "C", "O", "C", "C", "H", "H", "H", "H", "H", "H", "H", "H", "H", "H", "H", "H", "H", "H", "H", "H", "H", "H", "H", "H", "H", "H", "H", "H", "H", "H", "H", "H", "H", "H", "H", "H", "H", "H", "C", "C", "C", "C", "N", "H", "H", "H", "H", "H", "H", "H"], "positions_angstrom": [[1.39, 3.77, 1.19], [0.33, 2.99, 1.34], [0.53, 1.52, 1.70], [1.27, 1.38, 3.05], [0.77, 2.25, 4.02], [-0.45, 1.84, 4.57], [1.26, 0.97, 0.63], [1.40, -0.44, 0.68], [2.90, -0.75, 0.12], [3.16, -0.98, -1.20], [3.91, -0.79, 1.05], [4.13, -2.13, 1.54], [0.36, -1.19, -0.15], [0.64, -2.69, 0.05], [-0.59, -3.43, 0.20], [-0.42, -4.43, 1.13], [-0.90, -4.05, 2.51], [0.06, -5.52, 0.85], [-0.93, -0.87, 0.32], [-1.93, -0.95, -0.69], [-1.79, 0.12, -1.79], [-1.20, 1.39, -1.38], [-3.26, -0.77, 0.03], [-4.34, -1.76, -0.43], [-5.50, -1.17, -0.99], [-6.21, -0.35, -0.10], [-6.83, -1.10, 1.08], [2.37, 3.43, 1.47], [1.33, 4.76, 0.76], [-0.66, 3.37, 1.20], [-0.46, 1.09, 1.80], [1.17, 0.34, 3.38], [2.33, 1.55, 2.92], [-1.25, 1.75, 3.83], [-0.36, 0.90, 5.11], [-0.75, 2.59, 5.28], [1.37, -0.84, 1.69], [2.93, -0.20, -1.72], [3.90, -2.85, 0.76], [3.53, -2.32, 2.43], [5.16, -2.21, 1.82], [0.49, -0.98, -1.20], [1.27, -2.86, 0.93], [1.17, -3.12, -0.80], [-0.52, -4.79, 3.20], [-0.47, -3.09, 2.77], [-1.97, -4.01, 2.54], [-1.87, -1.94, -1.14], [-1.23, -0.23, -2.65], [-2.79, 0.34, -2.16], [-0.19, 1.32, -1.44], [-1.44, 1.62, -0.43], [-3.57, 0.25, -0.12], [-3.11, -0.88, 1.10], [-3.92, -2.37, -1.21], [-4.61, -2.42, 0.40], [-5.62, 0.48, 0.29], [-7.01, 0.09, -0.68], [-7.78, -0.63, 1.33], [-6.23, -1.04, 1.98], [-7.05, -2.13, 0.84], [4.56, 3.97, -4.59], [4.64, 2.48, -4.93], [3.33, 1.74, -4.67], [2.95, 1.82, -3.26], [2.67, 1.88, -2.14], [4.35, 4.12, -3.53], [5.50, 4.46, -4.82], [3.77, 4.46, -5.16], [5.44, 2.02, -4.35], [4.90, 2.37, -5.98], [3.42, 0.68, -4.94], [2.52, 2.16, -5.27]]}